(P)
CHCl3NOP | ωB97M-V/def2-TZVPD

Positions of all 8 atoms, in Å:
Cl 0.72 -0.11 3.35
Cl 1.42 0.04 0.16
Cl -0.17 -2.44 1.30
P 0.00 -0.50 1.52
O -1.27 0.14 1.21
N -0.70 0.07 -2.12
C -0.32 1.01 -2.58
H 0.30 1.80 -2.85

Properties
**Charge**: 0
**SMILES**: O=P(Cl)(Cl)Cl.C#N
**LUMO**: -0.19 eV
**Kohn-Sham gap**: 0.4097 Eh

***

(Q)
CHCl3NOP | ωB97M-V/def2-TZVPD

Positions of all 8 atoms, in Å:
Cl 3.01 -0.63 -1.67
Cl 5.03 -0.88 0.70
Cl 3.58 1.88 0.09
P 3.27 -0.08 0.20
O 2.10 -0.47 1.01
N 0.80 1.25 -1.12
C 0.33 0.56 -0.36
H -0.18 -0.01 0.37

Properties
**Charge**: 0
**SMILES**: O=P(Cl)(Cl)Cl.C#N
**LUMO**: 0.02 eV
**Kohn-Sham gap**: 0.4220 Eh

***

(Q) ends up most stable, edging out the next structure by 3.7 kcal/mol.

***

(P)
C5H15NO | ωB97M-V/def2-TZVPD

Positions of all 22 atoms, in Å:
O 1.55 -4.09 -0.58
N -0.89 1.18 -0.40
C -2.18 1.87 -0.34
C -0.12 1.23 0.86
C 0.77 0.04 1.19
C -0.94 -0.02 -1.18
C 2.06 -0.05 0.33
H -2.79 1.56 -1.19
H 1.25 -3.34 -0.06
H 0.22 -0.89 1.10
H 1.98 -0.69 -0.55
H 2.88 -0.19 1.03
H -2.05 2.95 -0.37
H 0.02 -0.53 -1.12
H 2.33 0.89 -0.16
H -1.60 -0.77 -0.71
H 0.79 -4.57 -0.88
H -1.22 0.20 -2.20
H -0.86 1.31 1.62
H 0.44 2.16 0.84
H -2.71 1.57 0.55
H 1.08 0.16 2.22

Properties
**2S+1**: 2
**Charge**: +1
**LUMO (spin up / spin down)**: -2.94 / -7.39 eV
**Kohn-Sham gap (spin up / spin down)**: 0.4157 / 0.2522 Eh

***

(Q)
C5H15NO | ωB97M-V/def2-TZVPD

Positions of all 22 atoms, in Å:
O 2.62 -0.81 1.63
N 0.68 1.65 0.05
C -1.20 0.11 -0.32
C 0.21 1.15 -2.25
C -0.84 -2.05 1.08
C 0.16 0.61 -0.76
C -1.13 -0.55 1.06
H 3.06 -0.04 1.25
H 1.20 1.17 -2.65
H 1.70 -0.76 1.34
H -1.95 0.89 -0.31
H -0.85 -2.36 2.12
H -0.49 0.58 -2.85
H -1.59 -2.58 0.49
H 0.87 -0.23 -0.74
H -0.02 2.27 0.47
H -1.49 -0.60 -1.10
H -0.35 -0.08 1.68
H 1.49 2.19 -0.28
H 0.16 -2.32 0.70
H -2.05 -0.39 1.62
H -0.19 2.16 -2.24

Properties
**2S+1**: 2
**Charge**: +1
**LUMO (spin up / spin down)**: -3.54 / -8.65 eV
**Kohn-Sham gap (spin up / spin down)**: 0.4246 / 0.2363 Eh

***

(P) ends up most stable, edging out the next structure by 3.8 kcal/mol.

***

(P)
C7H12N2 | ωB97M-V/def2-TZVPD

Positions of all 21 atoms, in Å:
N 0.42 0.54 -0.31
N 1.05 1.44 0.57
C -2.05 -1.35 -2.60
C -1.37 -0.74 -1.78
C 0.93 -0.32 -1.28
C -0.51 -0.53 0.28
C -0.28 -1.14 -0.99
C 1.43 1.66 3.01
C 0.72 1.04 1.82
H -1.59 -0.21 0.50
H 0.13 -0.84 1.16
H 1.12 0.01 -2.32
H -3.10 -0.64 -2.90
H 0.13 -2.08 -0.94
H -1.63 0.37 -1.68
H 0.92 2.58 3.57
H 2.27 2.26 2.56
H -0.32 0.36 1.89
H 1.73 0.76 3.78
H 1.75 -0.84 -0.89
H -1.76 -2.32 -3.44

Properties
**Charge**: 0
**LUMO**: 0.90 eV
**Kohn-Sham gap**: 0.3336 Eh

***

(Q)
C7H12N2 | ωB97M-V/def2-TZVPD

Positions of all 21 atoms, in Å:
N 0.90 -0.29 1.53
N -2.23 0.71 0.36
C 0.56 -1.24 0.28
C 1.54 0.91 -0.51
C -0.90 -0.94 0.43
C 0.60 1.00 0.68
C -2.15 -0.45 -0.38
C 1.34 -0.62 -0.85
C -0.78 0.57 0.28
H 1.94 -0.04 1.61
H -1.16 -1.26 1.42
H 2.68 1.11 -0.41
H 0.78 2.06 1.28
H -0.49 0.95 -0.77
H 0.84 -2.27 0.43
H -3.09 -1.11 -0.22
H 0.65 -0.95 -1.69
H -1.90 -0.33 -1.37
H 1.13 1.72 -1.29
H 2.34 -1.15 -0.63
H -2.60 1.61 -0.17

Properties
**Charge**: 0
**LUMO**: 0.94 eV
**Kohn-Sham gap**: 0.3617 Eh

***

(Q) ends up most stable, edging out the next structure by 46.5 kcal/mol.

***

(P)
C4H5OP | ωB97M-V/def2-TZVPD

Positions of all 11 atoms, in Å:
P 1.17 -0.64 1.46
O 1.87 -0.86 -0.12
C 0.56 1.40 -0.94
C 1.46 0.44 0.08
C -0.54 -1.21 1.03
C 1.75 1.77 -0.45
H 2.61 2.50 -0.36
H -0.49 -1.84 0.05
H -0.91 -1.84 1.75
H -0.37 1.43 -1.41
H -1.17 -0.30 1.01

Properties
**Charge**: 0
**SMILES**: CP1OC12C=C2
**LUMO**: 0.96 eV
**Kohn-Sham gap**: 0.3638 Eh

***

(Q)
C4H5OP | ωB97M-V/def2-TZVPD

Positions of all 11 atoms, in Å:
P 1.02 0.80 -0.14
O -1.09 -0.88 0.80
C -0.79 0.16 1.58
C 0.21 1.04 1.48
C -0.79 -1.10 -0.54
C 0.07 -0.27 -1.27
H -1.13 -0.08 2.50
H -1.34 -1.99 -0.85
H 0.25 -0.25 -2.35
H 2.34 0.64 -0.27
H 1.24 1.93 -0.93

Properties
**Charge**: 0
**SMILES**: C1=COC=C[PH2]=1
**LUMO**: 0.65 eV
**Kohn-Sham gap**: 0.3208 Eh

***

(P) ends up most stable, edging out the next structure by 14.2 kcal/mol.

***

(P)
C21H23ClN2O3 | ωB97M-V/def2-TZVPD

Positions of all 50 atoms, in Å:
Cl -4.56 -1.53 -0.12
O 1.09 1.08 1.67
O 0.07 4.55 -0.70
O 3.21 -2.42 -0.88
N 1.90 0.01 -0.15
N -0.66 3.14 0.91
C -2.14 1.63 -0.30
C -2.35 -0.88 -1.51
C -3.26 -0.47 -0.55
C 1.44 -3.65 0.03
C -3.16 0.76 0.06
C -0.45 -2.60 1.08
C 1.69 3.63 0.82
C 1.72 1.11 0.62
C 3.86 -1.17 -0.97
C 4.66 -0.86 0.29
C -1.76 -2.72 1.80
C 2.32 2.42 0.12
C 0.29 3.84 0.26
C -1.23 1.24 -1.28
C 2.01 -2.41 -0.23
C 2.82 -0.07 -1.27
C 0.10 -1.37 0.81
C 1.33 -1.25 0.17
C -1.99 2.98 0.36
C 0.23 -3.75 0.68
C -1.33 -0.01 -1.87
H -2.14 -1.73 2.06
H 2.17 2.53 -0.96
H 3.40 2.40 0.32
H -2.12 3.78 -0.38
H 2.27 -0.34 -2.17
H -2.73 3.10 1.16
H -3.88 1.05 0.81
H -2.43 -1.85 -1.97
H -0.62 -0.31 -2.62
H 3.34 0.87 -1.43
H -2.50 -3.22 1.18
H 5.33 -1.68 0.50
H 2.29 4.52 0.61
H -0.36 2.46 1.60
H 1.98 -4.53 -0.29
H -0.42 -0.48 1.10
H -0.45 1.92 -1.58
H 5.24 0.05 0.15
H 4.54 -1.26 -1.83
H -1.64 -3.30 2.71
H 1.66 3.46 1.90
H -0.20 -4.72 0.88
H 4.00 -0.73 1.14

Properties
**Charge**: 0
**SMILES**: Cc1ccc2c(c1)N(C(=O)CCC(=O)NCc1cccc(Cl)c1)C[C@@H](C)O2
**LUMO**: 0.55 eV
**Kohn-Sham gap**: 0.3241 Eh

***

(Q)
C21H23ClN2O3 | ωB97M-V/def2-TZVPD

Positions of all 50 atoms, in Å:
Cl 2.05 3.99 -1.63
O -2.89 -0.86 0.89
O 1.52 3.56 1.64
O 1.04 -3.36 1.45
N 0.00 -2.91 -0.48
N 0.22 -0.73 -2.04
C -1.16 -2.61 -1.31
C 2.92 3.47 1.79
C -0.93 0.21 1.61
C -1.59 -2.13 2.42
C 0.72 2.88 -1.72
C -1.61 2.46 -1.82
C 1.27 -2.74 -1.16
C -1.34 -3.37 1.54
C 0.44 0.05 1.82
C -0.72 -1.72 -2.48
C -1.42 1.50 1.39
C -0.06 0.61 -1.90
C -1.88 -0.91 1.57
C 0.00 -3.22 0.83
C 0.78 2.43 1.63
C -1.37 1.10 -1.90
C -0.59 2.59 1.43
C -0.57 3.37 -1.74
C 1.29 1.14 1.81
C 0.99 1.53 -1.81
C 1.47 -1.28 -1.56
H 2.26 -1.21 -2.32
H -1.60 -3.54 -1.69
H -2.48 1.63 1.21
H 1.30 -3.40 -2.03
H -1.25 -4.24 2.19
H -0.74 -1.97 3.08
H 2.01 1.20 -1.82
H 2.35 0.98 1.95
H 3.28 4.49 1.74
H -2.21 0.43 -1.92
H 3.36 2.89 0.98
H -0.97 3.59 1.29
H -2.48 -2.32 3.03
H -2.63 2.82 -1.82
H 3.19 3.03 2.75
H -2.17 -3.52 0.85
H -1.91 -2.09 -0.72
H -0.25 -2.32 -3.26
H 1.79 -0.71 -0.68
H 2.06 -3.05 -0.46
H -0.76 4.43 -1.68
H 0.86 -0.93 1.96
H -1.60 -1.24 -2.92

Properties
**Charge**: 0
**SMILES**: COc1ccc(C(=O)CCC(=O)N2CCN(c3cccc(Cl)c3)CC2)cc1
**LUMO**: 0.49 eV
**Kohn-Sham gap**: 0.3049 Eh

***

(P) ends up most stable, edging out the next structure by 29.3 kcal/mol.

***

(P)
C2H2F2O2 | ωB97M-V/def2-TZVPD

Positions of all 8 atoms, in Å:
F 1.99 -0.84 -1.26
F -1.20 0.23 1.24
O -1.58 1.46 -0.53
O 0.69 -1.85 0.25
C -0.80 1.22 0.42
C 1.42 -0.94 0.03
H 1.72 -0.11 0.70
H -2.23 0.84 -0.85

Properties
**Charge**: 0
**LUMO**: 0.44 eV
**Kohn-Sham gap**: 0.3929 Eh

***

(Q)
C2H2F2O2 | ωB97M-V/def2-TZVPD

Positions of all 8 atoms, in Å:
F -1.20 -1.44 -0.01
F 1.23 1.21 0.18
O -1.72 1.06 -0.20
O 1.74 -0.89 -0.02
C -0.57 -0.31 -0.16
C 0.72 -0.07 0.07
H -2.66 0.76 -0.03
H 2.47 -0.32 0.18

Properties
**Charge**: 0
**LUMO**: 0.52 eV
**Kohn-Sham gap**: 0.3681 Eh

***

(P) ends up most stable, edging out the next structure by 26.4 kcal/mol.